C30H23I2N3O7PS3W as an isolated structure in a non-equilibrium geometry. Source: the OMol25 dataset; level of theory: ωB97M-V with the def2-TZVPD basis set.

Atoms and positions in Å:
W -0.97 0.75 0.04
I -0.84 -4.54 1.00
C -1.36 -2.97 2.30
C -1.65 -3.21 3.59
C -2.05 -2.26 4.47
I -2.50 -2.70 6.46
C -2.22 -0.92 3.98
C -2.71 0.19 4.72
C -2.75 1.42 4.17
C -2.30 1.59 2.88
N -1.79 0.60 2.16
C -1.79 -0.64 2.70
C -1.39 -1.70 1.84
O -1.13 -1.32 0.59
H -1.55 -4.25 3.99
H -3.12 0.03 5.69
H -3.24 2.25 4.70
H -2.24 2.61 2.53
S -0.13 2.82 1.10
C 0.88 3.51 -0.08
C 1.76 4.63 0.22
C 2.45 5.35 -0.76
C 2.31 4.95 -2.10
C 1.57 3.82 -2.32
C 0.84 3.11 -1.41
S -0.26 1.82 -1.97
H 1.75 4.80 1.30
H 3.06 6.20 -0.46
H 2.86 5.43 -2.90
H 1.64 3.45 -3.35
C -3.25 0.21 -3.14
P -2.15 -0.67 -2.01
C -3.12 -2.14 -1.45
C -0.93 -1.36 -3.15
C -0.30 -0.58 -4.14
C 0.73 -1.14 -4.89
C 1.21 -2.41 -4.67
C 0.61 -3.19 -3.68
C -0.39 -2.62 -2.90
H -2.80 1.18 -3.32
H -4.24 0.24 -2.73
H -3.34 -0.26 -4.14
H -3.50 -2.64 -2.38
H -3.91 -1.79 -0.73
H -2.40 -2.78 -0.88
H -0.62 0.45 -4.35
H 1.24 -0.46 -5.55
H 2.10 -2.75 -5.21
H 1.14 -4.11 -3.38
H -0.75 -3.15 -2.01
O -2.85 1.74 -0.02
N -4.03 1.30 0.02
O -4.93 2.05 -0.19
O -4.25 0.13 0.38
O 0.96 0.46 2.74
C 1.63 0.15 1.77
N 1.16 0.13 0.44
S 2.28 -0.37 -0.67
O 2.73 0.64 -1.56
O 1.75 -1.56 -1.22
C 3.50 -0.65 0.57
C 4.74 -1.23 0.38
C 5.60 -1.37 1.45
C 5.19 -0.93 2.69
C 3.87 -0.46 2.91
C 3.05 -0.30 1.80
H 5.11 -1.48 -0.57
H 6.57 -1.88 1.24
H 5.89 -0.91 3.56
H 3.55 -0.33 3.90

The HOMO-LUMO gap (spin up / spin down) comes out at 6.3 / 6.5 eV. As for the expectation value of S²: 2.0198. Its spin multiplicity is 3. The calculation puts the total energy at -110108.97577 eV. As for the relative energy (zero: lowest compared OMol25 entry of this formula, charge and spin): 0.000 eV. The net charge is -1.